Entry 1:
One molecule with the formula C3H5N3O2S, computed with ωB97M-V/def2-TZVPD.

LUMO, Eh: 0.0091
Net charge: 0
Highest occupied orbital energy, eV: -8.5

XYZ file:
```
14
Properties=species:S:1:pos:R:3:forces:R:3:nbo_charge:R:1
N 0.470451 -0.932130 -1.519902 -0.5 -1.1 1.1 -0.86
C 0.171821 -0.910487 -0.108927 -0.4 -3.3 -1.3 -0.01
S -1.668795 -0.875049 -0.017805 0.3 0.8 0.3 0.24
C -1.599769 0.700506 0.830006 3.4 -3.1 -0.6 -0.35
C -0.364999 1.002110 1.249820 -1.9 0.6 -0.9 -0.06
N 0.612069 0.244320 0.587163 1.4 0.6 1.5 -0.31
N 1.974732 0.319868 0.934126 -2.3 -0.8 0.0 0.67
O 2.250873 1.187629 1.701968 0.8 1.0 0.6 -0.38
O 2.676866 -0.526496 0.442674 0.6 -0.1 -0.3 -0.40
H -0.237572 -0.517422 -2.062572 -0.5 0.8 -0.7 0.38
H 1.395922 -0.711842 -1.753427 1.3 0.3 -0.4 0.38
H 0.532674 -1.955953 0.311400 -0.4 2.4 -0.2 0.23
H -2.475499 1.127350 1.038508 -3.1 1.8 1.1 0.22
H -0.286602 1.842880 1.917293 1.2 0.0 -0.2 0.26
```
Positions in Å, forces in eV/Å.

---

Entry 2:
C3H5N3OS as an isolated structure, computed with ωB97M-V/def2-TZVPD.

LUMO, Eh: -0.0151
Net charge: 0
Highest occupied orbital energy, eV: -8.6

XYZ file:
```
13
Properties=species:S:1:pos:R:3:forces:R:3:nbo_charge:R:1
C 1.321745 0.034256 0.054929 -1.4 4.2 -1.4 0.30
C -0.719049 -1.095061 0.026833 -2.3 -4.1 1.2 0.43
C -3.561310 0.652165 0.368448 1.7 -0.9 -3.6 -0.13
H 1.214338 2.169166 -0.456441 -1.6 -3.2 1.1 0.44
H -0.275541 1.104950 -0.110275 -3.0 1.2 -0.4 0.40
H -1.240847 -2.157804 0.299894 1.6 2.4 -1.0 0.18
H -3.222186 1.760700 1.062387 -0.6 -4.1 -2.2 0.22
H -4.629866 0.605008 -0.062165 1.5 0.2 1.5 0.20
N 0.669138 1.260355 -0.151549 3.6 0.0 -0.1 -0.83
N -1.435274 -0.098900 -0.181053 -1.2 0.6 -0.6 -0.41
N -2.811219 -0.291548 -0.395379 -2.1 4.8 4.8 -0.23
O 0.613823 -1.118702 0.115140 -0.4 0.2 0.4 -0.46
S 2.877293 0.114380 0.046255 4.1 -1.2 0.4 -0.10
```
Positions in Å, forces in eV/Å.

---

Entry 3:
C3H5N3OS as an isolated structure, computed with ωB97M-V/def2-TZVPD.

LUMO, Eh: -0.0175
Net charge: 0
Highest occupied orbital energy, eV: -8.5

XYZ file:
```
13
Properties=species:S:1:pos:R:3:forces:R:3:nbo_charge:R:1
C -0.924290 -1.081709 1.195227 -1.5 1.8 2.7 0.03
C 0.373820 -1.354367 0.951315 0.9 0.6 1.6 -0.37
C 0.805131 -0.443659 -0.189479 -1.3 -0.4 2.5 -0.01
H -2.903444 -0.451676 -0.805224 0.0 0.9 0.7 0.34
H -2.648886 1.171143 -0.483575 0.0 -0.8 0.6 0.38
H -1.472905 -1.268603 2.407230 1.3 0.5 -4.6 0.26
H 0.974437 -1.580993 1.978192 -0.8 0.0 -3.4 0.26
H 0.572325 2.127820 -0.219305 -3.1 -3.0 -2.4 0.46
N -2.663660 0.229429 -0.043306 -0.3 -0.6 -1.2 -0.62
N -1.343476 -0.042349 0.323983 -1.0 -0.4 1.4 -0.14
N -0.412219 0.205668 -0.682713 2.9 -0.2 1.0 -0.01
O -0.269048 1.595525 -0.907556 2.5 1.3 2.0 -0.56
S 2.314898 0.110455 -0.284061 0.4 0.4 -0.8 -0.02
```
Positions in Å, forces in eV/Å.

---

Entry 4:
One molecule with the formula C3H5N3S, computed with ωB97M-V/def2-TZVPD.

LUMO, Eh: -0.0093
Net charge: 0
Highest occupied orbital energy, eV: -9.1

XYZ file:
```
12
Properties=species:S:1:pos:R:3:forces:R:3:nbo_charge:R:1
C -2.645195 0.070740 0.583820 0.4 -2.5 0.2 -0.09
N -1.953006 0.087481 -0.483171 1.0 -0.3 1.4 -0.25
N -1.047078 -0.970040 -0.440415 1.3 -0.2 -0.8 -0.22
C 0.205452 -0.666585 -0.387380 -1.4 0.4 -0.9 0.00
C 0.800756 0.685126 -0.378255 1.2 0.9 1.0 -0.01
N 2.059534 0.869254 -0.129253 -0.9 0.1 -0.6 -0.52
S 3.042466 -0.460579 0.144433 0.8 -0.2 0.1 0.18
H -2.632241 -0.867569 1.290746 0.1 2.1 -1.1 0.18
H -3.276270 0.894153 0.701400 -1.3 0.9 0.5 0.19
H 0.938043 -1.472555 -0.480433 -0.5 -0.1 0.3 0.21
H 0.269007 1.655444 -0.456222 -0.2 -1.1 -0.2 0.22
H 4.238527 0.175130 0.034727 -0.6 0.0 0.1 0.13
```
Positions in Å, forces in eV/Å.

---

Entry 5:
One molecule with the formula C3H5N3S, computed with ωB97M-V/def2-TZVPD.

LUMO, Eh: -0.0354
Net charge: 0
Highest occupied orbital energy, eV: -8.8

XYZ file:
```
12
Properties=species:S:1:pos:R:3:forces:R:3:nbo_charge:R:1
H -0.520499 0.785552 2.231080 1.3 2.1 -1.0 0.37
N -0.135534 1.789465 2.053799 0.8 0.0 -3.8 -0.66
C 0.400272 2.003768 0.842717 -0.4 -1.6 2.5 0.26
N 0.699882 0.989624 -0.135117 0.1 1.0 0.5 -0.45
N 0.042789 -0.176706 0.002850 1.1 -2.7 -4.1 -0.19
C 0.302536 -1.251472 -0.867918 -1.1 2.8 2.5 -0.07
C -1.007516 -2.110487 -0.776020 2.8 2.3 2.2 -0.36
S -1.652779 -3.355348 -1.467939 -0.3 -1.4 -1.5 0.10
H 0.843825 2.971633 0.403149 -1.0 -1.1 1.6 0.18
H 1.190614 1.376922 -0.989108 -0.8 -1.4 1.1 0.39
H 1.346027 -1.314951 -1.416784 -2.6 0.0 0.6 0.22
H -1.509616 -1.708002 0.119291 0.1 0.1 -0.5 0.21
```
Positions in Å, forces in eV/Å.

---

Entry 6:
One molecule with the formula C3H5N3S, computed with ωB97M-V/def2-TZVPD.

LUMO (spin up / spin down), Eh: -0.0063 / -0.0062
Net charge: 0
Highest occupied orbital energy (spin up / spin down), eV: -7.2 / -7.2

XYZ file:
```
12
Properties=species:S:1:pos:R:3:forces:R:3:nbo_charge:R:1
C -1.406039 -1.080535 0.024885 2.2 2.1 0.3 -0.37
N -0.225296 -0.237188 0.109096 1.1 0.4 0.2 -0.32
C 0.791980 -0.213138 1.033114 -1.4 -1.5 0.0 0.14
N 1.713944 0.649477 0.797175 0.9 0.8 -1.6 -0.22
N 1.447196 1.236930 -0.373620 -4.9 -1.4 -1.0 -0.26
S 2.342262 2.455463 -1.059242 0.0 0.0 -0.2 -0.12
C 0.043906 0.618367 -0.887559 4.2 3.1 1.9 0.07
H -2.196909 -0.448930 -0.116209 -2.4 1.4 0.0 0.21
H -1.294393 -1.650070 -0.799367 0.2 -2.2 -2.6 0.21
H -1.451238 -1.638420 0.864480 -0.5 -1.8 2.7 0.21
H 0.959453 -0.941529 1.808962 -0.6 -0.1 0.1 0.22
H -0.724867 1.249573 -1.401716 1.2 -0.8 0.2 0.24
```
Positions in Å, forces in eV/Å.

---

Entry 7:
C3H5N3S as an isolated structure, computed with ωB97M-V/def2-TZVPD.

LUMO, Eh: -0.0013
Net charge: 0
Highest occupied orbital energy, eV: -8.5

XYZ file:
```
12
Properties=species:S:1:pos:R:3:forces:R:3:nbo_charge:R:1
C -1.344613 1.878580 -0.298196 -2.1 2.5 -2.0 -0.08
C -1.564957 -0.727894 0.450328 0.6 0.2 1.7 0.21
C 0.770525 -0.717203 -0.033281 0.8 1.5 0.2 -0.13
H -2.141586 1.180454 -0.794894 1.4 1.6 0.9 0.19
H -1.364574 3.006623 -0.433703 -0.6 -1.5 0.4 0.21
H -2.091828 -0.525529 1.621979 1.4 -0.5 -3.8 0.23
H -1.122865 -1.761676 -1.428237 -2.3 0.3 4.9 0.35
H 0.772461 -1.803672 -0.172248 -1.1 0.5 0.3 0.23
N -0.297482 1.467509 0.235351 0.1 -2.5 0.1 -0.19
N -0.393220 0.043802 0.115038 1.1 -1.8 1.1 -0.38
N -1.775428 -1.761452 -0.242008 0.5 -0.3 -3.6 -0.59
S 2.252849 -0.059132 -0.016542 0.2 0.1 -0.2 -0.04
```
Positions in Å, forces in eV/Å.

---

Entry 8:
One molecule with the formula C3H5N3S2, computed with ωB97M-V/def2-TZVPD.

LUMO, Eh: 0.0200
Net charge: 0
Highest occupied orbital energy, eV: -7.6

XYZ file:
```
13
Properties=species:S:1:pos:R:3:forces:R:3:nbo_charge:R:1
N 2.692026 1.335992 1.257067 0.2 0.4 1.0 -0.82
C 1.507251 0.732542 0.850549 -0.4 -0.3 -0.6 0.28
C 0.364045 0.362473 1.470167 0.6 0.2 0.4 -0.14
N -0.490114 -0.132111 0.502189 -0.4 -0.2 -0.7 -0.49
S -2.086549 -0.707880 0.798063 0.2 0.1 0.1 0.17
C 0.092458 -0.086090 -0.736557 -0.1 -0.1 0.2 0.23
S -0.556810 -0.560006 -2.206976 0.0 0.1 0.3 -0.29
N 1.323193 0.448546 -0.499259 -0.4 -0.1 0.5 -0.54
H 3.475894 0.690334 1.291498 -0.1 0.1 0.0 0.38
H 2.589922 1.785708 2.178700 0.1 -0.4 -0.8 0.39
H 0.111699 0.402347 2.514474 -0.1 0.0 0.0 0.23
H -2.287479 -0.898836 -0.526119 0.0 0.0 -0.1 0.17
H 1.945458 0.686106 -1.240895 0.3 0.1 -0.3 0.43
```
Positions in Å, forces in eV/Å.

---

Entry 9:
One molecule with the formula C3H5N5, computed with ωB97M-V/def2-TZVPD.

LUMO, Eh: -0.0269
Net charge: 0
Highest occupied orbital energy, eV: -9.2

XYZ file:
```
13
Properties=species:S:1:pos:R:3:forces:R:3:nbo_charge:R:1
H 2.247074 0.687068 0.570524 0.1 -1.6 -0.6 0.38
N 2.518557 -0.234667 0.117309 -4.1 -2.5 -0.7 -0.64
C 1.427397 -1.011156 -0.200176 5.9 0.6 -1.7 0.21
N 0.149078 -0.532435 -0.072180 -1.3 1.2 0.1 -0.34
N -1.140675 -1.328699 -0.059950 0.3 2.3 4.0 -0.39
C -2.154482 -0.170668 0.140587 5.6 3.3 -4.5 0.22
N -1.462719 0.970087 -0.273554 -5.3 -2.0 2.8 -0.46
C -0.111560 0.904574 -0.076394 0.7 -1.8 -0.5 0.53
N 0.751829 1.853352 0.023467 -0.6 -2.3 -0.1 -0.70
H 0.354866 2.730143 -0.227749 -0.7 0.8 0.0 0.37
H 1.738637 -1.994140 -1.011713 -1.5 2.8 3.0 0.21
H -1.039103 -1.710322 0.947769 -0.5 -0.1 -2.0 0.38
H -3.278902 -0.163135 0.122054 1.5 -0.7 0.2 0.25
```
Positions in Å, forces in eV/Å.

---

Entry 10:
A 2-piece molecular cluster, C3H5N5 overall, computed with ωB97M-V/def2-TZVPD.

LUMO, Eh: 0.0229
Net charge: 0
Highest occupied orbital energy, eV: -8.4

XYZ file:
```
13
Properties=species:S:1:pos:R:3:forces:R:3:nbo_charge:R:1
C 0.897083 0.492079 1.172090 -4.5 0.6 0.2 0.18
C -1.769306 -0.170581 -0.281092 1.3 0.4 -4.4 0.25
C 0.392619 -0.790846 -1.472521 2.1 -0.4 0.7 0.24
H 2.517645 0.747114 0.435669 5.4 0.2 0.4 0.38
H 1.539720 0.674413 1.920550 1.7 0.9 3.3 0.16
H -2.391608 0.364690 1.458687 3.5 -1.1 -0.4 0.39
H -2.936391 0.067169 -0.706994 3.3 -0.8 2.1 0.22
H 0.687161 -2.031629 -2.197931 -1.0 4.5 1.9 0.19
N 1.680196 0.668690 0.055606 -8.0 -2.5 -2.7 -0.38
N -0.363464 0.372835 1.685138 6.1 0.0 -0.6 -0.29
N -1.404923 0.049318 1.005114 -8.3 1.1 -1.1 -0.38
N -0.963781 -0.506162 -1.303306 0.0 -0.6 1.5 -0.60
N 1.546415 -0.156919 -1.074103 -1.7 -2.3 -0.9 -0.36
```
Positions in Å, forces in eV/Å.

---

no.,largest force on an atom (eV Å⁻¹)
1,4.7
2,7.1
3,5.0
4,2.5
5,5.0
6,5.5
7,5.4
8,1.1
9,7.9
10,8.8